1.
Density functional theory data (ωB97M-V/def2-TZVPD) for a molecular structure, C41H63AsBN9NaO2S.

The value obtained for the LUMO energy is 1.93 eV. For the HOMO energy, the calculation gives -5.4 eV. The calculation puts the largest force on an atom at 0.0139 Eh/bohr. As for the total energy: -137819.265 eV. Its orbital gap is 7.30 eV.

```
! RIJCOSX wB97M-V def2-TZVPD def2/J DEFGRID3
* xyz -1 1
H 2.35313 -4.51213 -2.42403
C -1.95664 -4.88402 1.71432
H -0.31625 -1.88281 -5.55152
C -2.30535 1.65811 3.58758
C -3.42583 2.08546 4.28333
H -1.72574 -2.69846 3.24413
C -3.46867 1.94867 5.66290
H 0.09124 5.10330 -3.64318
H 0.39317 -0.60049 -6.53680
H 1.06217 -2.54504 -3.54862
C 0.28455 1.68928 -3.24951
H 1.42884 -1.67860 -5.59069
C 6.15711 -0.16783 -0.09775
H 6.73192 0.58805 0.44467
N 1.21897 -0.69137 2.53151
H -4.24939 2.52949 3.73882
C -1.30670 -2.54828 2.24295
C -0.01525 3.03800 1.72473
H -2.95772 -2.44404 -2.90999
N 2.58449 -0.68746 -1.07210
H 6.34785 -1.13731 0.36962
O -3.15020 2.87565 1.48097
C 2.08402 3.96494 1.53848
H -3.99300 -1.29232 -3.80027
C 3.15348 -3.86901 -2.79697
H 2.46773 5.87220 2.45540
C -0.77916 -4.29213 -3.61987
H 2.05706 4.44109 -2.24178
C -2.39774 1.39999 6.36357
N 2.20972 -1.74750 -1.83567
H 2.96006 -3.68910 -3.85609
H -3.01199 0.33030 8.13017
H -1.36929 -5.20794 -3.66333
C 0.27280 1.21346 -4.57600
H 4.81764 1.02801 1.94004
H 4.09601 -4.40950 -2.70725
C 0.48082 -1.13970 -5.59342
C 4.67154 0.18614 -0.05314
C 0.41563 3.14056 -2.81750
S -2.27646 1.76745 1.80908
C -0.87342 -3.73170 -2.23755
C -4.74336 -0.46161 -1.09702
H -4.25891 1.18539 -3.45388
C 0.07625 4.06573 -3.98672
H -0.91592 -5.21300 1.76791
H -2.56721 1.74016 -3.42107
H -1.39472 -1.48873 1.99411
B 0.85766 -1.85576 -2.59190
C 1.74466 5.08977 2.26947
H -0.24911 -2.80746 2.25564
C -1.22203 1.11769 4.26524
C -1.41493 -3.32600 -0.13331
C 3.24654 -2.59528 -2.02032
H -4.86804 -1.48082 -0.72938
H 0.10499 6.03666 3.29500
H -4.34554 2.28345 6.20758
H 0.21480 1.77829 -5.49238
H 2.51899 -1.08721 5.38560
C 1.56483 -1.17093 3.51413
H -0.34736 0.81183 3.70589
C 0.39414 -0.15410 -4.47261
H -3.57510 -1.93087 0.91367
C -3.51027 -2.99217 1.16527
H -1.48505 4.22325 2.78714
C 1.87677 3.37357 -2.40482
H -2.97136 2.07917 8.32930
H 3.08822 3.85382 1.13781
H -5.45892 -0.28084 -1.90098
H 5.05636 2.31470 -0.21797
N -0.55990 -2.37960 -0.49159
C 4.33793 -2.06835 -1.36547
C -1.27481 0.99478 5.64686
H 4.32063 -0.67908 1.90909
H -0.91969 3.85415 -4.38482
C -0.47885 3.49265 -1.63065
H 1.09652 -2.14688 5.30864
C 3.87068 -0.86201 -0.80221
H -4.92120 0.22934 -0.27310
N 1.24733 2.96684 1.26921
H -1.52963 3.52570 -1.91170
C -2.04064 -3.42693 1.24038
C -1.64903 -4.20739 -1.20744
H -2.48900 -5.55950 1.04202
H -0.42267 0.58567 6.18160
H -4.05497 -3.56543 0.41075
C -3.40781 1.41651 -2.80981
O -2.68304 0.45669 1.32944
N -0.23370 -2.62096 -1.79172
C 4.45134 1.54875 -0.71520
C 1.97627 -1.80060 4.76802
C -0.45541 4.15585 2.46208
H 6.52637 -0.20573 -1.12591
H -0.20240 4.47533 -1.23594
H -3.99860 -3.14151 2.13342
N -0.77494 1.93645 1.38981
H -1.46390 1.15774 8.29192
C -3.04308 -1.42102 -3.27655
H -2.21785 -1.22493 -3.96364
Na -0.28050 0.24868 -0.05629
H 0.80034 3.96927 -4.80024
H -1.17929 -3.59847 -4.36123
H 2.62181 -2.65218 4.56020
H 4.72441 1.51976 -1.77302
C -2.46248 1.23572 7.86017
H -3.68505 2.21589 -2.12186
N 0.44244 -0.46478 -3.15507
H 0.24560 -4.52497 -3.90821
As -2.91479 -0.17550 -1.76061
C 4.21596 0.28515 1.40384
H 2.08919 2.84297 -1.47693
H 2.56409 3.01341 -3.17443
H -0.36289 2.77735 -0.82275
H -2.29078 -5.07355 -1.24011
H -2.40191 -4.97549 2.70929
H 5.32670 -2.49750 -1.32899
N 0.35751 0.66961 -2.40171
H 3.17008 0.58534 1.45105
C 0.43504 5.17153 2.73126
H 3.40103 1.82911 -0.64246
*
```

Löwdin atomic charge list, values in e, 5 entries: 0.08 -0.06 0.06 -0.27 -0.05

2.
Density functional theory data (ωB97M-V/def2-TZVPD) for a molecular structure, C41H64F8O11Zn.

The value obtained for the LUMO energy is -6.27 eV. For the HOMO energy, the calculation gives -8.0 eV. The calculation puts the largest force on an atom at 0.1048 Eh/bohr. As for the total energy: -136221.263 eV. Its orbital gap is 1.75 eV.

```
! RIJCOSX wB97M-V def2-TZVPD def2/J DEFGRID3
* xyz 0 1
F -7.55090 10.86269 0.80350
C 4.37648 7.45564 2.73405
H 6.24492 7.44779 3.75489
H 1.37212 1.17321 1.08690
O -5.66939 8.75277 0.80738
H 10.82050 -9.35540 1.39121
F -7.81517 9.38085 -0.69271
C 6.52274 -3.79733 -5.87261
C -10.83413 4.82586 0.20211
C -5.02279 8.82621 2.08521
H -2.40562 -0.05348 -8.07287
H 5.82096 -3.56619 -5.07124
H -9.86196 5.06317 -0.22994
C 11.00144 -8.62421 2.17907
H -4.73969 7.62183 3.83747
H 8.74771 -2.98497 -7.58845
H 7.35131 -4.36811 -5.45334
C 0.93123 0.44869 0.40221
C -3.49997 -8.28454 -3.35536
C -11.89847 4.27278 -2.18416
C -6.69683 -1.97704 5.12306
H -0.23433 -5.66162 5.81931
H 10.85439 0.42532 1.59950
F -2.43426 0.56116 -1.99331
C -2.05704 1.06699 -0.77631
H 9.66377 1.34455 2.63097
H -2.09710 -9.26269 -4.52383
H -11.38426 5.76541 0.25406
C -7.67101 -4.20122 4.61459
H 0.00370 -4.48679 6.98106
H 10.68094 3.95580 1.42307
C -8.00834 -2.33448 3.14145
O 8.97924 2.31020 -0.18715
O -0.46579 2.83877 -1.77692
C 11.03221 3.12081 0.81684
C -5.63743 9.90323 -0.04867
C -1.42869 -0.35590 -8.45001
H 2.78056 -0.17907 -0.65051
H 8.27114 -6.69824 1.14377
H -6.22495 -1.26518 5.78410
C -7.11492 10.42312 -0.34873
H 7.26641 -3.30830 -8.51950
H -10.68155 4.43468 1.20799
O 10.37324 -6.35150 2.43046
H 9.17555 0.28643 1.36931
H 11.32870 3.43831 -0.18285
H -0.94753 0.59869 -8.66293
H -0.68069 2.33798 0.20195
H -4.68421 6.66023 2.37116
H 2.35578 8.10295 3.23652
C -5.19668 7.49079 2.85662
C -3.75249 -7.47289 -2.28625
H -0.08912 -4.19423 5.15923
H -0.73546 -6.95460 -1.00525
H -8.40303 -1.92333 2.22408
C -7.30637 -1.47886 3.99777
C -2.22129 -8.66101 -3.63560
H 8.11270 -8.32391 1.85361
F -3.12544 1.79728 -0.40951
H 1.52135 -1.34401 -0.67661
H 12.01772 -8.25572 2.31864
H -5.40467 9.58119 2.77244
C 2.80470 -3.99583 6.43155
F -7.25673 11.41403 -1.20357
H 10.60825 -8.96898 3.13543
H 5.96125 -4.43135 -6.55878
H -6.26709 7.29540 2.92098
H 6.03406 8.86875 2.71025
C 1.98816 -0.59973 -0.03145
C -1.11896 -2.31046 -6.72100
C 10.10078 -7.43343 1.93418
C 6.96998 -2.49359 -6.55808
F 0.12135 -8.71353 -2.97443
H 3.36487 7.44195 4.54524
H 2.55061 -3.97581 7.49132
F -8.94891 -4.42215 2.57602
H 11.85989 2.63921 1.33753
H -5.19960 10.74691 0.48481
C 1.85893 -4.95883 5.75897
H -1.59550 -0.95836 -9.34293
H 3.85235 -4.28566 6.35083
O 0.53197 1.04237 -0.84005
C -6.91280 -3.34012 5.43973
O -11.90849 2.75564 -0.31785
O 2.26840 -5.90907 5.01324
O 0.32238 -0.45762 -6.81014
H -0.34924 -2.88082 -6.20109
C -2.73614 -7.06499 -1.42021
H -4.34736 -8.63003 -3.92892
H -12.86112 3.96103 -2.58941
C 3.07005 7.32376 3.50255
H 2.46576 -1.06798 0.82921
C 8.77154 -7.65366 1.30150
H -11.76864 5.32764 -2.42607
C -1.42662 -7.43941 -1.67879
C -0.68461 1.86791 -0.78147
H -1.94261 -2.10970 -6.03587
H -2.98673 -6.35217 -0.64851
F -1.95702 0.09691 0.05471
O -4.83152 9.52788 -1.11308
H 2.61197 -3.02303 5.97921
H 0.18640 -0.03695 1.03267
C 7.76517 -2.59860 -7.85946
O 6.63572 -1.39927 -6.10798
C -0.61567 -1.04634 -7.32221
C -1.16737 -8.29039 -2.78634
Zn -1.78205 7.72290 -4.62114
C 5.52181 8.16473 3.36604
C -11.56413 3.88275 -0.71588
H -6.48929 -3.76320 6.33865
H 5.10906 8.84875 4.10758
C -8.19864 -3.65106 3.42198
H -7.07385 -0.44562 3.78625
H -1.41631 -2.94873 -7.55304
O 4.52437 6.79157 1.65287
H -7.80217 -5.22520 4.93190
H -11.19979 3.67167 -2.76606
H -4.76892 -7.23118 -2.01264
H 8.91800 -8.12248 0.32843
H 2.68116 6.31646 3.35353
C 9.94041 1.01855 1.62832
C 0.35017 -4.75633 5.98336
C 9.86702 2.14386 0.64723
H 7.87793 -1.66084 -8.40350
H -3.94180 8.93134 1.99295
*
```

Löwdin atomic charge list, values in e, 5 entries: 0.17 -0.44 0.10 0.11 -0.07

3.
Density functional theory data (ωB97M-V/def2-TZVPD) for 3 unconnected molecules or ions with the total composition C41H65B3F3N2O15PS.

The value obtained for the LUMO energy is -0.49 eV. For the HOMO energy, the calculation gives -7.7 eV. The calculation puts the largest force on an atom at 0.1242 Eh/bohr. As for the total energy: -107543.960 eV. Its orbital gap is 7.26 eV.

```
! RIJCOSX wB97M-V def2-TZVPD def2/J DEFGRID3
* xyz 0 1
O 5.15137 -2.08393 -3.94392
S 0.81458 1.23874 2.22846
H 0.07941 4.78939 -9.55794
O -4.69724 -0.74484 6.18793
N -3.99962 -3.58282 3.05049
C -1.25194 -8.27478 -0.25223
H -3.57140 -7.91504 -0.09666
H 0.66999 3.87033 -10.96515
H -5.30209 3.54264 2.13836
C -1.94852 5.41478 4.27046
H -0.00624 -3.53970 -2.47093
B -4.27562 -2.16343 6.20295
C 4.05356 3.19782 -8.61373
C -1.15094 -1.15942 8.96400
H 3.38263 -1.65672 -6.21722
N -0.75875 -1.74525 1.15788
H 3.52119 4.08228 0.08003
O -0.52449 1.53750 7.85190
H 0.94861 -7.74384 0.17866
H 5.73121 1.70748 -0.36048
H -0.36209 -4.86026 3.46321
H -1.28255 5.81123 0.21593
C -4.08443 -2.29088 -0.10945
H -1.65412 -7.44951 2.88604
C -2.65479 -7.49841 -0.71775
F -4.28427 -1.56282 -1.38724
C -1.93521 -1.23859 0.29672
O -2.87159 -2.64378 6.16355
C 3.23450 4.53612 -5.94451
O 3.27545 -1.10607 -5.37086
H 4.95643 2.74294 -9.03675
H -2.45730 -6.35078 -0.48688
F -5.44894 -2.45472 0.51536
H 6.46224 -0.47518 0.40203
O -3.25216 -1.56380 0.86507
H 2.06840 1.50845 -5.37551
O -4.04371 4.65424 3.30203
C 2.66972 -2.56894 -3.08015
H -2.16151 6.42381 3.91509
H 1.53998 5.33569 -10.39619
O -5.38437 -3.17877 6.28333
C -2.52958 -3.68319 3.26961
H 2.31127 2.75784 -4.13213
H -4.17957 2.58920 3.12028
C -2.04830 -1.77691 5.25520
H -0.84145 -3.56844 -0.77857
H -2.97040 8.71578 2.01493
H -1.78750 -1.58066 -0.82287
H -6.24189 -2.77957 5.93328
H 3.11246 -3.62658 -2.82378
C -2.10051 8.18604 1.61616
H 3.69930 2.13023 -5.08087
H 3.96142 6.16487 -7.12474
C 0.98722 -2.10185 -0.85680
H 3.72269 2.53746 -7.81355
H -2.95653 3.55826 4.70817
C 5.76475 1.68312 0.82499
H -1.48758 -8.69704 0.83575
O -0.97217 4.77184 3.43849
H -0.31982 6.51832 1.54025
H -4.60414 -0.35697 5.26770
H -1.46606 5.52744 5.24818
H 4.05791 0.13139 -1.96452
C 2.29986 -1.63909 -1.78104
H -0.04536 -1.47028 8.72906
B 3.45087 2.01721 0.30087
H 0.02360 1.48264 5.24918
H 2.70284 5.24700 -5.30328
H 2.59837 5.35793 -7.86986
C 2.63470 2.39933 -5.11172
H 4.18580 4.26774 -5.46903
H 2.09335 -4.93595 -1.40881
O 3.20728 3.29386 -0.45172
H 0.36335 1.03770 7.91182
C 0.21392 -6.22969 -1.39153
C 3.51444 5.18042 -7.30496
C -0.91465 -1.32359 2.59042
C 2.63330 0.60506 -0.07628
H 1.19207 -4.98635 0.25900
C -0.26990 0.06383 3.26856
H 3.35022 4.04718 -10.46934
C 3.01593 3.30408 -9.73634
O 2.39823 3.39061 -6.09800
C -1.41200 -0.40109 5.87994
O 4.41849 1.90862 1.43906
C -4.81922 3.48223 3.11157
C -1.79775 -2.23023 3.66482
C 0.46433 -1.22053 0.46734
C 3.13380 -0.28271 -1.37297
H -1.24485 8.40656 2.26237
C -0.48167 0.50892 4.83807
H -2.24960 4.14894 1.90523
H 6.41630 2.61789 1.16301
C 1.03937 -4.86123 -0.89760
C -1.51780 -4.95545 3.24800
H -0.75006 -5.87658 -1.95610
C -0.05262 -7.17055 -0.07550
P -1.68163 0.19794 7.71243
O 1.73534 3.64559 -9.20515
C 0.97298 4.45072 -10.09007
C -3.22588 4.59436 4.46937
H -5.88322 -4.86336 2.61203
C -1.29988 4.66276 2.04605
H -4.49784 -7.25223 2.50866
F -3.49867 -3.66062 -0.30247
H 2.91421 2.33400 -10.23369
O 4.47618 4.46709 -8.09552
H 7.57950 0.46529 1.61734
H -1.13899 -0.63693 10.03469
C -3.87272 -6.26128 2.71089
H -1.82291 -0.05076 0.28985
H 1.65049 -2.77764 -3.66600
C 6.44756 0.25737 1.33408
O -2.38942 6.79715 1.61975
C 1.33070 0.12461 0.79559
H -5.58104 3.40392 3.89018
C 0.21423 -3.48057 -1.31489
H 5.85305 -0.24096 2.21993
H -1.90773 8.53074 0.59712
B 3.68444 -1.87370 -4.17221
H -0.98166 -9.17052 -0.95789
C -4.70390 -4.86404 2.75755
H 0.87149 -6.86760 -2.13582
H -0.52943 4.01166 1.61769
C -2.23141 -6.43345 2.91954
H 5.54912 -1.22456 -3.58595
H -2.83211 -7.59981 -1.88232
H -3.80628 5.01259 5.29847
C -1.25224 5.99733 1.29445
H -0.33939 -6.46146 0.83068
H -1.90477 -2.05974 9.04031
*
```

Löwdin atomic charge list, values in e, 5 entries: 0.01 0.86 0.09 0.04 0.04